Below is a structure of composition C36H30BrMnN4Se, with properties calculated with ωB97M-V/def2-TZVPD.

- LUMO (spin up / spin down) (eV) = 2.2 / 1.9
- ⟨S²⟩ = 8.937
- frontier orbital gap (spin up / spin down) (eV) = 5.5 / 5.9
- multiplicity = 6
- total charge = -1
- energy above the lowest of the compared OMol25 structures with the same formula, charge and spin (kcal/mol) = 33.5

CARTESIAN COORDINATES (ANGSTROEM)
Br -3.547 -0.313 -1.254
Se -0.845 1.980 0.311
Mn -0.995 -0.368 0.561
N -2.819 -2.474 1.494
N 0.788 -1.350 1.503
N -2.714 -0.138 1.854
N -1.590 -2.228 1.104
C -0.467 -1.224 -1.266
C -1.368 5.055 0.411
C 1.996 -0.688 1.635
C 2.011 0.566 2.275
C 0.551 -3.142 -3.089
C 1.676 -3.697 1.605
C 1.614 3.026 -0.905
C -3.597 -2.441 -3.021
C 1.391 -2.397 -2.328
C -2.768 -1.720 -2.218
C -1.719 -3.664 -3.863
C 2.010 5.399 -1.271
C -3.274 0.973 2.365
C 4.361 -0.322 1.127
C -3.061 -3.451 -3.853
C 3.154 1.344 2.334
C 1.384 -5.054 1.529
C 2.884 6.515 -1.786
C -4.704 -1.346 2.433
C -4.529 0.999 2.919
C -3.396 -1.311 1.902
C -1.359 -1.930 -2.137
C -0.050 4.646 -0.207
C 0.099 -5.515 1.260
C 2.115 1.628 -1.025
C -5.260 -0.204 2.933
C 3.213 -1.108 1.062
C 0.682 -2.714 1.394
C 0.783 5.658 -0.685
C 4.351 0.910 1.763
C 2.408 4.074 -1.364
C 0.870 -1.443 -1.417
C -0.912 -4.580 1.093
C -0.624 -3.227 1.148
C -0.847 -2.915 -3.028
C 0.367 3.311 -0.330
H -2.105 5.284 -0.364
H 1.573 -0.923 -0.796
H 3.059 7.274 -1.020
H -6.261 -0.231 3.346
H -5.220 -2.297 2.439
H 2.183 -5.768 1.697
H 0.925 -3.917 -3.749
H 1.087 0.919 2.717
H 2.673 -3.396 1.885
H 1.416 1.022 -1.597
H 3.091 1.603 -1.514
H -4.656 -2.223 -3.033
H -1.283 -4.408 -4.521
H 5.271 -0.684 0.660
H 3.251 -2.029 0.500
H 3.372 3.837 -1.807
H 5.244 1.520 1.802
H 3.856 6.135 -2.106
H -1.941 -4.876 0.930
H 2.427 7.017 -2.642
H 2.211 1.170 -0.039
H -4.931 1.921 3.312
H -1.233 5.955 1.016
H -2.666 1.865 2.291
H -3.720 -4.030 -4.489
H -1.791 4.276 1.038
H -0.112 -6.576 1.202
H 3.107 2.312 2.820
H 0.449 6.689 -0.583
H 2.463 -2.559 -2.368

---

Below is a structure of composition C36H30CrF9NO6S4Sb, with properties calculated with ωB97M-V/def2-TZVPD.

- LUMO (spin up / spin down) (eV) = -2.4 / -2.1
- ⟨S²⟩ = 6.009
- frontier orbital gap (spin up / spin down) (eV) = 8.6 / 9.2
- multiplicity = 5
- total charge = +1
- energy above the lowest of the compared OMol25 structures with the same formula, charge and spin (kcal/mol) = 0.0

CARTESIAN COORDINATES (ANGSTROEM)
Sb 0.111 2.283 -0.507
Cr 0.690 -0.347 -0.947
S -0.518 -1.402 -3.236
S 2.514 -3.044 -0.535
S -1.127 -0.934 1.978
S 1.564 0.059 -4.078
F 1.905 2.605 -3.874
F -0.002 8.327 -1.966
F -2.632 -2.798 -3.123
F -0.183 1.999 -4.005
F -1.288 -3.361 -4.736
F -5.977 1.497 0.671
F 2.503 2.543 5.251
F -2.497 -1.571 -4.914
F 1.082 1.965 -5.768
O 2.206 -1.574 -0.192
O 0.229 -2.377 -2.463
O 1.796 0.062 -2.610
O -0.461 -0.707 0.639
O -1.184 -0.409 -2.392
O 2.687 -0.202 -4.899
N 0.287 -0.796 -4.440
C 0.117 4.349 -1.011
C -3.199 -1.425 0.270
C -0.437 -2.469 2.651
C 1.861 1.488 1.873
C -1.979 2.149 -0.032
C -4.943 -2.100 2.344
C -2.775 -1.452 1.585
C -4.522 -1.757 -0.006
C 0.044 7.025 -1.660
C 0.104 -3.836 0.544
C -5.388 -2.094 1.025
C 0.936 6.599 -0.699
C 1.054 1.785 -4.468
C -0.801 6.157 -2.325
C 2.407 1.520 3.150
C -1.830 -2.351 -4.088
C -3.811 1.790 1.514
C 0.976 5.247 -0.380
C -3.631 -1.767 2.634
C 4.965 -4.198 -0.659
C 4.166 -3.307 0.044
C 0.507 3.403 2.382
C -2.458 2.002 1.268
C -0.755 4.810 -1.998
C 6.267 -4.414 -0.228
C -4.675 1.720 0.441
C 5.944 -2.824 1.559
C -4.242 1.858 -0.861
C 4.640 -2.606 1.144
C 1.980 2.502 4.019
C 0.899 2.418 1.475
C -2.887 2.059 -1.089
C 6.753 -3.728 0.876
C 1.040 3.450 3.661
C -0.637 -3.777 1.884
C 1.621 -3.938 0.747
H -0.227 4.148 2.093
H 1.686 4.904 0.364
H -1.421 4.127 -2.513
H 4.576 -4.716 -1.530
H -1.472 6.536 -3.086
H 3.165 0.814 3.469
H 2.206 0.721 1.188
H -2.521 -1.134 -0.523
H -4.954 1.790 -1.675
H 4.005 -1.887 1.651
H -2.543 2.121 -2.117
H -4.195 1.677 2.521
H 7.773 -3.889 1.203
H 0.621 -2.214 2.770
H 6.332 -2.284 2.415
H -1.781 2.043 2.111
H 1.986 -4.968 0.737
H 0.745 4.210 4.375
H -6.419 -2.343 0.804
H -4.872 -1.741 -1.032
H 1.956 -3.459 1.672
H -0.254 -4.677 -0.049
H -5.623 -2.354 3.148
H -0.135 -2.942 -0.024
H -0.283 -4.582 2.534
H 1.589 7.316 -0.216
H -0.875 -2.515 3.652
H 6.904 -5.105 -0.766
H -1.700 -3.953 1.722
H -3.285 -1.749 3.664

---

Below is a structure of composition C36H30F4GeMgN7OP, with properties calculated with ωB97M-V/def2-TZVPD.

- LUMO (eV) = -8.1
- frontier orbital gap (eV) = 6.1
- total charge = +2
- energy above the lowest of the compared OMol25 structures with the same formula, charge and spin (kcal/mol) = 0.1

CARTESIAN COORDINATES (ANGSTROEM)
Ge -0.142 -1.251 0.716
P -0.213 1.502 -4.596
Mg 0.249 0.435 -2.317
F 1.640 3.261 6.030
F -1.005 2.881 1.305
F 2.959 2.516 3.868
F -2.349 3.573 3.456
O 1.700 -0.795 -2.370
N 0.753 1.956 -0.965
N 3.677 -0.973 -1.265
N 2.998 -2.593 -2.746
N 4.059 1.181 1.180
N -3.692 4.101 6.055
N -4.479 0.369 -5.035
N -0.146 3.908 8.381
C 2.770 -1.434 -2.131
C -1.297 -0.745 -0.829
C -0.010 -0.432 3.460
C -0.437 3.429 4.879
C -1.827 0.289 4.859
C -1.446 -1.648 -1.896
C 3.045 1.682 1.387
C 1.336 2.267 -5.166
C -0.831 -5.397 0.672
C -3.868 0.120 -4.095
C -2.689 0.225 3.773
C -0.547 3.818 7.309
C 1.023 2.639 2.512
C 1.711 2.205 1.403
C -1.139 3.722 6.007
C 0.444 -5.924 0.508
C -2.044 0.444 -0.869
C -1.010 -4.024 0.739
C 1.135 2.045 0.118
C 0.084 -3.164 0.636
C 0.991 3.159 4.893
C -1.066 3.318 3.573
C -2.558 3.920 6.021
C -2.904 0.723 -1.924
C 1.360 -3.703 0.474
C -0.374 2.966 2.478
C -2.214 -0.188 2.534
C -2.303 -1.380 -2.957
C -0.485 -0.039 4.704
C 4.170 -3.430 -2.534
C -0.870 -0.520 2.362
C -0.705 0.420 -5.968
C 1.663 2.780 3.791
C -3.031 -0.191 -2.968
C 1.539 -5.078 0.412
C -1.419 2.859 -4.632
H -0.896 -2.582 -1.882
H -2.209 0.569 5.834
H 1.672 3.017 -4.448
H -1.195 3.586 -3.851
H 2.280 -2.896 -3.381
H -1.964 1.160 -0.060
H -3.736 0.469 3.897
H 1.185 2.750 -6.132
H 4.079 -4.312 -3.160
H 0.006 -0.399 -6.076
H -2.415 -2.088 -3.768
H 2.223 -3.046 0.416
H -1.382 3.359 -5.601
H 4.235 -3.756 -1.495
H -2.913 -0.272 1.710
H 3.528 -0.106 -0.775
H 1.251 -0.618 0.504
H 0.184 -0.018 5.555
H 2.533 -5.494 0.305
H 4.539 -1.458 -1.088
H -1.683 -6.058 0.758
H -1.699 0.009 -5.794
H 5.084 -2.908 -2.818
H -3.479 1.640 -1.937
H 1.037 -0.704 3.359
H 2.113 1.510 -5.268
H -2.428 2.476 -4.484
H 0.583 -6.996 0.466
H -0.727 0.991 -6.897
H -2.010 -3.628 0.881